Density functional theory data (ωB97M-V/def2-TZVPD) for C58H75BrN3O2SbTi as an isolated structure in a non-equilibrium geometry.

The geometry in XYZ format:
```
141
Properties=species:S:1:pos:R:3:forces:R:3:mulliken_charge:R:1
Ti -1.1866 0.0552 -0.5600 0.556 0.157 -0.484 -0.63
C 3.5710 -0.0346 -1.3028 -0.008 0.041 0.025 -1.03
N 2.5446 0.8270 -0.7331 -0.009 0.000 -0.001 1.43
C 3.0954 1.5226 0.4210 -0.006 -0.003 -0.004 -1.10
C 2.0392 1.8022 -1.6914 -0.001 -0.051 0.010 -1.83
C 1.3613 1.1934 -2.9058 -0.004 -0.093 0.008 -0.90
N -0.0357 0.6779 -2.7566 0.134 0.081 -0.016 0.91
C -0.9838 1.5837 -3.4566 -0.044 0.015 0.011 -2.18
C -1.4887 2.7463 -2.6661 0.051 -0.112 -0.031 0.67
C -1.1586 4.0555 -2.9700 0.007 0.052 0.010 -0.65
C -1.7402 5.1067 -2.2727 0.022 -0.053 0.010 -0.28
C -2.7215 4.7777 -1.3421 -0.010 0.046 -0.020 -0.45
C -3.1154 3.4785 -1.0306 -0.100 -0.121 0.049 -0.07
C -2.4000 2.4459 -1.6546 -0.093 0.167 0.166 0.85
O -2.5357 1.1418 -1.3009 0.373 -0.211 -0.239 -0.81
C -4.2797 3.2880 -0.0411 0.035 0.026 0.009 2.56
C -4.9150 1.8923 -0.0859 0.022 0.044 -0.022 -1.97
C -3.7908 3.5576 1.3885 0.005 -0.019 -0.020 -1.52
C -5.4029 4.2835 -0.3812 0.018 0.013 0.020 -1.94
C -1.3669 6.5709 -2.4950 -0.009 0.018 0.010 2.07
C -0.2841 6.7308 -3.5630 -0.014 -0.020 0.015 -2.11
C -2.6039 7.3617 -2.9420 -0.003 0.008 0.001 -1.64
C -0.8353 7.1583 -1.1797 0.001 -0.001 -0.003 -1.59
C -0.1472 -0.6149 -3.4818 0.041 -0.016 0.107 -1.42
C 0.7639 -1.7112 -3.0208 -0.063 0.146 0.036 -0.80
C 1.6862 -2.2821 -3.8728 0.038 -0.029 0.013 -0.01
C 2.4534 -3.3764 -3.4707 -0.040 0.065 0.013 -0.39
C 2.1297 -3.9392 -2.2465 0.010 -0.058 -0.081 -0.52
C 1.1594 -3.4327 -1.3749 -0.146 -0.049 0.123 -0.16
C 0.5845 -2.2017 -1.7175 0.271 0.014 -0.062 0.25
O -0.1273 -1.4474 -0.8726 -0.422 0.236 0.034 1.34
C 0.7011 -4.3530 -0.2295 0.047 0.022 0.006 2.99
C 1.8478 -4.6672 0.7365 0.012 0.038 0.013 -2.19
C 0.2172 -5.6664 -0.8727 0.022 -0.008 -0.022 -1.97
C -0.4767 -3.8051 0.5761 0.015 0.016 -0.052 -2.30
C 3.5626 -3.9089 -4.3735 0.003 -0.013 -0.016 2.16
C 4.2533 -5.1344 -3.7746 -0.005 0.013 0.003 -2.11
C 2.9848 -4.3015 -5.7397 -0.005 -0.003 -0.004 -1.72
C 4.6144 -2.8063 -4.5652 0.003 -0.008 0.004 -1.65
H 4.3637 0.5457 -1.8096 -0.010 0.000 0.005 0.27
H 3.1579 -0.7545 -2.0067 -0.037 -0.019 -0.043 -0.01
H 4.0446 -0.6008 -0.5005 -0.014 -0.019 -0.005 0.25
H 3.3685 0.7996 1.1924 0.013 0.025 -0.002 -0.01
H 3.9997 2.0991 0.1585 -0.003 0.013 -0.004 0.38
H 2.3569 2.2040 0.8386 0.003 -0.022 0.001 0.34
H 2.8713 2.4259 -2.0729 0.009 -0.015 -0.012 0.61
H 1.3504 2.4672 -1.1736 -0.019 0.038 0.008 0.32
H 1.9799 0.3709 -3.2592 0.015 -0.029 -0.051 0.59
H 1.3676 1.9381 -3.7064 -0.027 0.050 0.022 0.19
H -1.8524 0.9793 -3.7240 -0.005 -0.012 -0.001 0.50
H -0.5316 1.9268 -4.3941 0.010 0.010 -0.008 0.62
H -0.4391 4.2353 -3.7601 -0.008 0.000 0.005 0.54
H -3.2118 5.5902 -0.8201 0.006 -0.022 -0.013 0.33
H -4.2285 1.1258 0.2549 -0.004 -0.018 0.007 -0.01
H -5.2411 1.6376 -1.0967 0.012 -0.021 0.006 0.41
H -5.7908 1.8873 0.5691 -0.003 0.006 -0.015 0.58
H -3.0138 2.8460 1.6709 -0.009 0.011 0.008 0.03
H -4.6241 3.4706 2.0923 0.007 0.000 -0.008 0.47
H -3.3729 4.5631 1.4757 0.007 -0.012 0.005 0.25
H -5.7111 4.1798 -1.4236 -0.009 0.004 0.010 0.38
H -5.1119 5.3203 -0.2132 -0.010 -0.007 -0.010 0.36
H -6.2682 4.0837 0.2548 0.005 0.006 -0.003 0.48
H -0.6229 6.3682 -4.5359 0.011 -0.001 0.005 0.39
H 0.6277 6.1950 -3.2909 -0.002 0.006 -0.008 0.38
H -0.0311 7.7872 -3.6706 -0.004 -0.004 -0.003 0.44
H -3.0141 6.9460 -3.8646 0.002 0.011 0.003 0.35
H -2.3404 8.4070 -3.1218 -0.004 -0.008 0.003 0.46
H -3.3896 7.3402 -2.1850 0.007 -0.006 -0.014 0.30
H 0.0455 6.6085 -0.8421 -0.006 0.010 0.004 0.33
H -1.5846 7.1078 -0.3881 0.013 -0.004 -0.008 0.30
H -0.5589 8.2069 -1.3162 0.000 -0.007 -0.001 0.46
H -0.0007 -0.4464 -4.5568 0.045 0.004 -0.015 0.42
H -1.1816 -0.9541 -3.3549 -0.031 0.010 -0.024 0.55
H 1.8120 -1.8515 -4.8613 0.001 -0.012 0.010 0.36
H 2.6309 -4.8503 -1.9488 -0.004 0.017 0.004 0.43
H 2.7374 -5.0273 0.2164 -0.017 -0.004 0.003 0.33
H 1.5371 -5.4416 1.4426 -0.004 0.016 0.007 0.48
H 2.1282 -3.7845 1.3107 0.016 0.007 -0.017 0.41
H 1.0181 -6.1809 -1.4046 -0.015 -0.015 0.009 0.35
H -0.5890 -5.4720 -1.5838 0.013 -0.005 0.008 0.39
H -0.1602 -6.3388 -0.0985 0.003 0.007 -0.004 0.48
H -0.2239 -2.8702 1.0698 -0.014 -0.004 0.028 -0.21
H -0.7576 -4.5428 1.3326 0.006 -0.004 -0.012 0.78
H -1.3420 -3.6183 -0.0626 -0.007 -0.006 0.012 0.47
H 3.5582 -5.9678 -3.6523 0.010 0.004 0.005 0.38
H 4.6980 -4.9084 -2.8032 0.000 -0.012 -0.009 0.38
H 5.0536 -5.4632 -4.4403 -0.003 0.002 0.002 0.45
H 2.2072 -5.0595 -5.6260 0.011 0.001 -0.005 0.36
H 3.7717 -4.7088 -6.3790 -0.007 0.008 0.001 0.47
H 2.5482 -3.4448 -6.2553 -0.005 -0.007 0.010 0.32
H 5.0443 -2.5149 -3.6042 0.001 0.001 -0.014 0.31
H 4.1779 -1.9161 -5.0220 0.004 -0.007 0.007 0.30
H 5.4221 -3.1572 -5.2126 -0.007 0.005 0.009 0.49
C -6.1305 -2.3076 1.0332 0.050 0.001 -0.022 -1.69
C -4.7561 -1.7021 1.0584 -0.141 -0.121 -0.141 0.53
C -4.2773 -1.0371 2.1858 0.044 0.067 0.157 -0.10
C -3.0362 -0.4446 2.1833 0.667 0.126 0.484 -0.19
C -2.2322 -0.5371 1.0477 -1.335 -0.600 -0.334 2.83
Br -0.3848 1.9447 0.8437 0.020 -0.125 -0.051 -0.63
N -2.7180 -1.1790 -0.0123 -0.190 0.510 0.578 -0.12
C -3.9326 -1.7334 -0.0458 0.157 -0.209 -0.278 -0.62
H -6.8855 -1.5497 1.2460 -0.010 -0.008 0.000 0.35
H -6.2246 -3.0907 1.7866 -0.002 0.001 0.004 0.34
H -6.3518 -2.7446 0.0604 0.000 0.002 0.001 0.40
H -4.9066 -0.9530 3.0653 0.001 -0.020 -0.008 0.49
H -2.6867 0.0887 3.0593 0.004 0.031 -0.028 -0.18
H -4.2384 -2.1969 -0.9769 -0.036 -0.001 0.015 0.46
C 5.2335 -2.9159 3.8201 0.000 0.017 -0.044 -0.69
C 4.8868 -2.4516 2.5590 0.011 -0.001 0.010 -0.63
C 3.6229 -1.9154 2.3448 0.005 -0.020 0.060 -0.50
C 2.6977 -1.8328 3.3830 -0.149 0.140 0.003 0.78
C 3.0559 -2.3000 4.6447 0.048 -0.049 -0.040 -0.33
C 4.3163 -2.8425 4.8606 -0.045 0.006 0.020 -0.68
Sb 0.8122 -0.8913 2.9183 0.104 -0.093 0.103 -0.29
C 1.1981 0.8740 4.0699 0.076 -0.024 -0.059 0.87
C 2.4963 1.3434 4.2504 -0.061 0.035 0.054 -0.86
C 2.7272 2.5432 4.9155 -0.018 -0.036 -0.020 -0.69
C 1.6606 3.2816 5.4059 0.017 0.000 0.008 -0.54
C 0.3625 2.8197 5.2314 -0.038 -0.008 -0.006 -0.77
C 0.1337 1.6263 4.5626 0.077 0.039 -0.029 -0.18
C -0.3899 -1.8248 4.4456 0.096 0.070 0.048 0.76
C -1.3518 -2.7611 4.0697 0.023 -0.009 0.052 -0.23
C -2.1563 -3.3780 5.0202 0.007 -0.001 -0.025 -0.65
C -2.0123 -3.0601 6.3627 -0.006 -0.002 0.003 -0.60
C -1.0650 -2.1224 6.7512 0.031 0.019 -0.020 -0.81
C -0.2607 -1.5083 5.7991 -0.091 -0.044 -0.017 -0.56
H 6.2158 -3.3372 3.9928 0.000 -0.001 -0.003 0.36
H 5.5958 -2.5103 1.7417 -0.002 -0.003 0.013 0.44
H 3.3461 -1.5700 1.3532 0.016 -0.016 0.002 0.22
H 2.3488 -2.2521 5.4645 0.008 0.004 0.000 0.33
H 4.5831 -3.2086 5.8446 0.004 0.003 -0.010 0.41
H 3.3384 0.7683 3.8808 0.004 0.009 0.006 0.32
H 3.7418 2.8978 5.0501 -0.007 -0.001 0.001 0.40
H 1.8386 4.2155 5.9240 -0.001 -0.005 -0.004 0.36
H -0.4739 3.3943 5.6105 0.008 -0.002 -0.001 0.43
H -0.8865 1.2833 4.4247 -0.001 0.008 0.001 0.28
H -1.4857 -3.0125 3.0240 0.004 0.002 -0.009 0.22
H -2.8961 -4.1061 4.7088 0.003 0.006 0.010 0.45
H -2.6389 -3.5385 7.1050 0.001 0.002 0.000 0.38
H -0.9529 -1.8655 7.7975 -0.001 -0.004 -0.005 0.40
H 0.4605 -0.7627 6.1140 0.002 -0.010 0.003 0.47
```
Positions in Å, forces in eV/Å.

The HOMO-LUMO gap comes out at 0.291 hartree. The calculation puts the energy relative to the best compared isomer or geometry (same formula, charge and spin) at 27.1 kcal/mol. The LUMO energy comes out at 0.07 eV. As for the spin multiplicity: 1. The total energy comes out at -169627.927 eV. The molar mass is 1095.788 g mol⁻¹.